ORCA calculation (ωB97M-V with the def2-TZVPD basis set) on a cluster of 2 separate species, C9H23N3O in total.

Each line ends with the Löwdin charge.
Element x y z (Å)
O  2.16787  -1.16346  -1.77064  -0.3287
N  1.24984  0.91914  0.36510  0.0754
N  -0.91198  -0.63848  1.30389  -0.0162
N  -1.73348  3.59723  2.19493  -0.0005
C  1.42117  -1.67697  -2.79499  -0.6978
C  -2.61908  2.81901  1.33617  -0.2723
C  0.43236  -1.14986  1.59743  -0.1650
C  0.24419  -2.50493  -2.24187  -0.1121
C  -0.18279  1.33698  0.26399  -0.0788
C  -0.98751  0.80676  1.43601  -0.3820
C  1.55028  -0.12245  1.38565  -0.1075
C  -2.43263  1.28373  1.36333  -0.1487
C  2.29006  -2.60449  -3.65892  -0.1089
H  -0.29299  2.40338  0.09246  0.1209
H  -1.59932  -1.09607  1.88560  0.1183
H  -1.75063  3.26926  3.15027  0.0702
H  -2.52725  3.17561  0.31136  0.1080
H  0.48691  -1.41383  2.66166  0.1164
H  0.96713  -0.93998  -3.49821  0.1055
H  -2.91633  0.93991  2.28273  0.1151
H  2.69641  -3.41986  -3.05620  0.0653
H  -0.41819  -1.87499  -1.63845  0.0412
H  0.61354  -3.32036  -1.61441  0.0627
H  3.12209  -2.04946  -4.09580  0.0598
H  1.84755  0.33758  2.32278  0.1213
H  -3.62967  3.02538  1.68311  0.1071
H  0.65254  -2.06529  1.05504  0.1125
H  -0.78238  3.62223  1.86178  0.0487
H  1.71527  -3.04706  -4.48319  0.0601
H  -0.58440  1.16003  2.39734  0.1416
H  -0.36172  -2.94602  -3.04479  0.0599
H  2.41660  -0.66221  1.00720  0.1284
H  1.59369  0.61694  -0.56732  0.1391
H  -2.93849  0.80273  0.52591  0.1233
H  1.79225  1.74998  0.59095  0.1722
H  -0.59089  0.82990  -0.60991  0.1456

Summary:
E_LUMO	-0.208	eV
Kohn-Sham gap	0.220	Eh
E_tot	-16220.9609	eV
charge	0



ORCA calculation (ωB97M-V with the def2-TZVPD basis set) on a structure of composition C9H23N3OP2Sr.

Each line ends with the Löwdin charge.
Element x y z (Å)
Sr  1.28952  1.00942  0.22245  1.1493
P  1.82496  -0.42574  2.73549  0.7676
P  2.75905  0.62645  -2.28211  0.6765
O  0.22458  -1.43101  -0.73463  -0.1848
N  -0.88926  0.76899  1.21047  -0.1376
N  1.47664  3.73877  0.99750  -0.0070
N  -0.48695  1.00632  -1.48348  -0.2764
C  -2.09258  0.98017  0.40315  -0.2071
C  -1.01039  0.27622  2.43678  -0.2335
C  0.07377  -0.18964  3.24800  -0.2970
C  -1.71828  1.58769  -0.94091  -0.2490
C  -0.67691  -2.40678  -0.12853  -0.4862
C  0.25788  -3.38221  0.55644  -0.0470
C  -1.63124  -3.01580  -1.13993  -0.0396
C  1.26688  1.19691  -3.18913  -0.4193
C  -0.00126  1.49280  -2.61699  -0.3293
H  2.04703  3.85767  1.81872  0.0327
H  -1.58687  2.66347  -0.73820  0.1083
H  -2.55056  1.48655  -1.65965  0.1284
H  -0.30721  -4.18411  1.04547  0.0905
H  1.82011  4.37509  0.30211  0.0363
H  2.49871  0.23898  3.80530  -0.0691
H  -2.31480  -2.26005  -1.54238  0.0801
H  0.85160  -2.86765  1.32933  0.0440
H  0.54254  4.05987  1.24204  0.0411
H  -0.26791  -0.41599  4.25714  0.0706
H  -1.26844  -1.86550  0.63017  0.1081
H  0.94581  -3.81271  -0.18772  0.0993
H  -0.68140  2.21057  -3.14811  0.1253
H  -1.09347  -3.49635  -1.96515  0.0952
H  1.33007  1.53730  -4.22070  0.0322
H  2.22802  -1.63446  3.37486  -0.0545
H  -0.27220  -0.79222  -1.32207  0.0493
H  -2.64124  0.03877  0.25086  0.1261
H  3.85867  1.38858  -2.72822  -0.1061
H  -2.24924  -3.76267  -0.63098  0.0887
H  3.30705  -0.48745  -2.98163  -0.0898
H  -2.79298  1.65124  0.93369  0.1344
H  -2.06970  0.23850  2.84055  0.1493

Summary:
spin multiplicity	2
E_LUMO (alpha / beta)	-2.908 / -5.476	eV
Kohn-Sham gap (alpha / beta)	0.258 / 0.164	Eh
E_tot	-35630.0096	eV
charge	+1



ORCA calculation (ωB97M-V with the def2-TZVPD basis set) on a cluster of 3 separate species, C9H23NO3 in total.

Each line ends with the Löwdin charge.
Element x y z (Å)
O  -8.24928  -26.79074  29.43642  -0.0202
O  -3.25170  -23.19201  25.17433  -0.0555
O  -0.34155  -23.51451  23.28819  -0.0618
N  -7.81045  -26.42840  28.13504  -0.0995
C  -9.94717  -27.12542  27.23071  -0.0459
C  -6.12886  -25.37814  26.77509  -0.1417
C  -6.58089  -24.42622  29.07695  -0.0322
C  -8.44185  -25.65312  25.92454  -0.1424
C  -6.54785  -25.69086  28.20816  -0.5267
C  -5.51391  -26.65548  28.80636  -0.0383
C  -7.23861  -24.72614  25.96457  -0.1749
C  -8.94108  -25.98561  27.33509  -0.5244
C  -9.68207  -24.76869  27.93096  -0.0189
H  0.48594  -23.21217  23.67051  0.0309
H  -10.82758  -26.85157  26.64957  0.0885
H  -5.57860  -24.15527  29.41250  0.0831
H  -7.54420  -23.79072  26.44458  0.1053
H  -3.88098  -22.64830  25.65561  0.0313
H  -9.52538  -28.05145  26.82242  0.0870
H  -5.24228  -24.73577  26.76010  0.1120
H  -5.75118  -26.85734  29.85083  0.0802
H  -9.28533  -25.17256  25.41851  0.1170
H  -5.80022  -26.31090  26.30412  0.1236
H  -3.54834  -23.15815  24.26042  0.0380
H  -5.49441  -27.56998  28.21447  0.0865
H  -7.17815  -24.61034  29.97226  0.0851
H  -0.80938  -23.93440  24.01634  0.0198
H  -6.87563  -24.48406  24.96438  0.1108
H  -10.41014  -25.04019  28.69420  0.0832
H  -8.02142  -27.72314  29.49733  0.1058
H  -8.99413  -24.07944  28.42296  0.0593
H  -8.22139  -26.55702  25.35214  0.1217
H  -10.18041  -24.18716  27.15246  0.0848
H  -4.52186  -26.19930  28.80352  0.0862
H  -6.99862  -23.56770  28.55041  0.0658
H  -10.29917  -27.43752  28.21874  0.0766

Summary:
E_LUMO	0.591	eV
SMILES	CC1(C)CCCC(C)(C)N1O.O.O
Kohn-Sham gap	0.332	Eh
E_tot	-17337.6484	eV
charge	0



ORCA calculation (ωB97M-V with the def2-TZVPD basis set) on a cluster of 2 separate species, C9H23O2PS in total.

Each line ends with the Löwdin charge.
Element x y z (Å)
S  1.73577  0.10019  -3.48983  0.7236
P  1.27094  -0.28212  0.49357  0.9287
O  -0.13891  -1.88457  -5.46468  -0.0893
O  0.20453  -1.08246  1.46457  -0.4346
C  1.87658  -1.49528  -2.61448  -0.5638
C  -1.52762  2.25570  0.41178  -0.0834
C  -2.53035  -0.38315  1.25323  -0.0745
C  2.88272  -1.51018  -1.45353  -0.3333
C  -0.40370  -0.41418  2.58114  -0.2403
C  -0.38137  2.61945  2.61533  -0.0880
C  -1.53863  1.91024  1.90473  -0.3875
C  2.23302  -1.73692  -0.08014  -0.4056
C  -1.66832  0.39283  2.25406  -0.3231
H  -0.50687  2.61599  3.70284  0.0825
H  -1.60742  3.33998  0.28999  0.0787
H  -0.69819  -1.22892  3.24805  0.1223
H  0.58521  2.17070  2.38155  0.0504
H  -2.45310  2.35610  2.31883  0.1308
H  0.46152  -0.18385  -0.67777  -0.0618
H  -0.59680  1.94573  -0.06767  0.0493
H  -2.70403  -1.40075  1.61201  0.0839
H  -2.22551  0.36954  3.20217  0.1360
H  2.15935  -2.21443  -3.38510  0.0650
H  -0.33681  3.66378  2.29384  0.0768
H  3.02629  -1.89217  0.66089  0.0735
H  0.67067  0.56150  -2.82219  -0.1493
H  3.60951  -2.31064  -1.62484  0.1032
H  -3.50254  0.10023  1.11926  0.0843
H  3.45522  -0.57718  -1.44328  0.0852
H  0.52330  -1.23862  -5.17892  -0.0590
H  0.34963  0.18111  3.10298  0.0976
H  1.60553  -2.63255  -0.08106  0.0856
H  -2.36110  1.80307  -0.12843  0.0685
H  -0.29088  -1.69537  -6.39425  0.0291
H  0.87609  -1.77073  -2.27726  0.0694
H  -2.05371  -0.45208  0.27262  0.0693

Summary:
E_LUMO	0.741	eV
SMILES	CC(C)[C@@H](C)COPCCCS.O
Kohn-Sham gap	0.358	Eh
E_tot	-33925.0168	eV
charge	0



ORCA calculation (ωB97M-V with the def2-TZVPD basis set) on a structure of composition C9H24CdIO3.

Each line ends with the Löwdin charge.
Element x y z (Å)
I  1.84494  2.18816  1.03541  0.2855
Cd  3.42934  4.36160  0.47819  1.1125
O  3.06603  -0.33791  -1.31181  -0.0947
O  -0.99894  0.72784  2.97948  -0.0814
O  -0.92313  1.45668  -1.21761  -0.0849
C  -2.17488  1.41293  2.48581  -0.4827
C  -0.88790  0.05020  -1.46979  -0.4951
C  2.74130  -1.72487  -1.24753  -0.5095
C  -2.30881  -0.46641  -1.25205  -0.0331
C  -3.33904  0.47010  2.70363  -0.0547
C  3.24890  -2.35518  0.05478  -0.0503
C  -2.34982  2.71544  3.28366  -0.0490
C  3.30661  -2.40699  -2.45973  -0.0540
C  -0.34933  -0.24082  -2.85754  -0.0549
H  -0.75151  0.43730  -3.61484  0.0876
H  0.72973  -0.04393  -2.87915  0.0649
H  -4.28570  1.00334  2.58979  0.0861
H  -0.07405  1.77041  -0.90981  -0.0490
H  4.39662  -2.35539  -2.50264  0.0877
H  -0.52011  -1.25700  -3.21018  0.0868
H  4.31030  -2.61894  0.00598  0.0839
H  -3.38778  -0.35967  1.99705  0.0703
H  -1.46253  3.31435  3.07059  0.0653
H  2.76674  -3.31689  0.24738  0.0866
H  1.65184  -1.86795  -1.17672  0.1197
H  -3.26406  3.21255  2.95271  0.0832
H  -2.44162  2.49785  4.34401  0.0857
H  -0.21359  1.09772  2.56868  -0.0477
H  3.02724  -3.46017  -2.49766  0.0902
H  -3.28000  0.05983  3.71178  0.0899
H  -0.21729  -0.40932  -0.72819  0.1189
H  2.95835  -1.96344  -3.39596  0.0809
H  -2.38968  -1.54876  -1.24170  0.0875
H  3.05992  -1.68343  0.89447  0.0697
H  2.73596  0.09380  -0.51944  -0.0674
H  -2.65421  -0.04295  -0.30692  0.0572
H  -2.04801  1.62637  1.41857  0.1169
H  -2.95180  -0.03644  -2.02267  0.0914

Summary:
E_LUMO	-8.680	eV
Kohn-Sham gap	0.141	Eh
E_tot	-28520.8160	eV
charge	+1



ORCA calculation (ωB97M-V with the def2-TZVPD basis set) on a structure of composition C9H24ClI2N2P2PmS.

Each line ends with the Löwdin charge.
Element x y z (Å)
Pm  0.76736  -0.00743  -1.00289  0.6424
I  2.88577  -0.20676  -4.50493  0.3372
I  3.54125  -1.25321  -1.89176  0.2602
Cl  0.02944  1.63916  -2.87105  -0.1570
S  -1.52827  0.99341  0.46461  0.5887
P  -1.23502  -1.75502  -2.04041  0.6724
P  1.98762  2.24245  0.21766  0.6631
N  -2.08595  -1.09374  2.11648  0.0344
N  -0.78959  0.39075  3.00896  0.0331
C  0.98535  3.74867  0.52857  -0.2676
C  -1.36539  -3.42657  -1.18814  -0.2512
C  -1.44862  0.06624  1.88597  -0.8178
C  -2.95506  -1.13463  -2.23170  -0.2676
C  -0.89678  -0.61348  4.04879  -0.1114
C  2.92660  1.88306  1.80761  -0.2489
C  3.25045  2.68139  -1.06371  -0.2867
C  -0.58239  -2.06645  -3.74384  -0.2960
C  -1.80384  -1.65334  3.42345  -0.1117
H  -2.74822  -1.75226  3.96022  0.1375
H  -2.89825  -0.18407  -2.78685  0.0508
H  -0.34619  -3.85676  -1.14414  0.0437
H  3.60214  1.02837  1.60907  0.0414
H  2.71476  2.92288  -1.99353  0.0282
H  -1.75209  -3.24980  -0.16482  0.0247
H  -0.53630  -1.09740  -4.26459  0.0172
H  -1.34602  -0.15055  4.92824  0.1375
H  -1.27909  -2.60795  3.30601  0.1310
H  0.25740  3.53058  1.32938  0.0301
H  -0.38431  1.30785  3.13123  0.1443
H  0.42714  -2.50659  -3.68765  0.0219
H  1.51843  4.65763  0.85214  0.0681
H  3.90332  3.53429  -0.84166  0.0648
H  3.53931  2.70521  2.22291  0.0659
H  -1.16479  -2.73885  -4.38599  0.0646
H  -2.77620  -1.45068  1.47064  0.1448
H  0.48088  4.00742  -0.41689  0.0512
H  3.92406  1.82649  -1.23585  -0.0027
H  -3.40292  -0.99136  -1.23254  0.0288
H  -2.02422  -4.17963  -1.65900  0.0652
H  -3.66502  -1.77017  -2.78607  0.0678
H  2.17708  1.61208  2.57770  0.0265
H  0.09618  -1.03123  4.24838  0.1310

Summary:
spin multiplicity	5
E_LUMO (alpha / beta)	-8.912 / -8.916	eV
Kohn-Sham gap (alpha / beta)	0.218 / 0.216	Eh
E_tot	-87382.7579	eV
charge	+2